Record 1
Entry from OMol25: an isolated molecule of C4H7OP in a non-equilibrium geometry (ωB97M-V/def2-TZVPD).

Structure (ORCA input):
```
! wB97M-V def2-TZVPD RIJCOSX def2/J DEFGRID3
* xyz 0 1
C 1.00965 0.83086 -0.53712
C 1.33170 0.56057 0.91965
C 0.59288 -0.52117 0.01191
C -0.81037 -0.89346 0.02450
O -3.49423 -0.26078 0.23155
P -2.13349 0.21790 -0.14349
H 0.21134 1.47370 -0.78478
H 1.73703 0.61525 -1.26164
H 2.35119 0.48545 1.15174
H 0.74078 0.92591 1.68839
H 1.18761 -1.43308 -0.10014
H -1.00125 -1.86598 0.39876
H -1.72284 -0.13519 -1.59933
*
```

Calculated values
**LUMO (alpha / beta)**: -1.031 / -1.032 eV
**Kohn-Sham gap (alpha / beta)**: 7.59 / 7.59 eV

---

Record 2
Entry from OMol25: a structure of composition C49H48BrClN6O3SiSn (ωB97M-V/def2-TZVPD).

Structure (ORCA input):
```
! wB97M-V def2-TZVPD RIJCOSX def2/J DEFGRID3
* xyz -2 1
Sn -1.42728 -0.19098 -1.19865
C -0.55231 -1.72094 2.96085
C -1.98811 -1.33657 2.71021
C -2.91712 -1.37663 3.74454
C -4.22957 -1.01270 3.44682
C -4.56525 -0.61978 2.17302
C -3.56018 -0.55837 1.16233
N -2.29824 -0.95085 1.47941
N -3.76283 -0.14075 -0.09833
Si -5.13705 0.61348 -0.75502
C -4.65625 1.18975 -2.47513
C -5.72274 2.12744 0.24578
C -6.66583 -0.50390 -0.89427
H -0.07735 -0.98761 3.62218
H -0.00495 -1.75257 2.02053
H -0.49146 -2.70053 3.43442
H -2.61989 -1.69183 4.73722
H -4.99223 -1.05397 4.21859
H -5.58202 -0.35084 1.91766
H -3.84571 1.92031 -2.40634
H -5.48908 1.63653 -3.02600
H -4.27501 0.34519 -3.05987
H -4.86197 2.74598 0.52057
H -6.22189 1.82631 1.17048
H -6.42056 2.74778 -0.32535
H -6.44999 -1.37525 -1.51934
H -7.51361 0.02883 -1.33676
H -6.97500 -0.86962 0.08956
C 10.75714 4.30591 4.79092
O 10.68630 3.35771 3.74970
C 9.44433 3.00505 3.31724
C 8.25961 3.51328 3.83524
C 7.04467 3.08087 3.33109
C 6.97674 2.13945 2.30666
C 8.18034 1.64700 1.79233
C 9.39556 2.07168 2.28862
C 5.67313 1.71535 1.81076
N 4.52114 2.12456 2.29061
C 3.56136 1.50803 1.53620
C 4.14029 0.70665 0.57389
N 5.49190 0.84892 0.76446
C 3.39833 -0.01228 -0.40687
C 3.93724 -0.83913 -1.40557
C 3.10628 -1.41977 -2.32900
C 1.73461 -1.14397 -2.26567
N 1.21829 -0.39019 -1.32054
C 1.99872 0.15214 -0.37718
C 1.35850 0.92420 0.68234
N 0.01700 0.93899 0.72520
C -0.59177 1.63351 1.66351
C 0.09784 2.36374 2.63407
C 1.47252 2.35010 2.62226
C 2.13379 1.61358 1.63571
H 11.81492 4.45425 4.99320
H 10.26677 3.94877 5.70113
H 10.31150 5.26196 4.50100
H 8.27115 4.24764 4.62912
H 6.11476 3.46868 3.72476
H 8.17231 0.91650 0.99242
H 10.32538 1.68653 1.88941
H 6.20811 0.40633 0.21928
H 5.00635 -1.02231 -1.43156
H 3.49224 -2.07831 -3.09438
H 1.03210 -1.52946 -3.00054
H -1.67613 1.60256 1.64313
H -0.45117 2.92405 3.37904
H 2.06034 2.89083 3.35356
C -1.45496 5.09341 0.24417
C -1.45093 4.75403 -1.25392
C -2.73407 5.29784 -1.89818
C -0.22953 5.40496 -1.91492
C -1.39937 3.29230 -1.41947
C -1.36336 2.08204 -1.54425
H -1.54207 6.17475 0.39218
H -0.53258 4.74861 0.71505
H -2.29444 4.60176 0.73958
H -2.80362 6.38140 -1.75727
H -3.60963 4.82675 -1.44841
H -2.74396 5.08016 -2.96708
H -0.26195 6.49163 -1.78451
H -0.20840 5.18010 -2.98220
H 0.69154 5.02720 -1.46754
Br -4.64541 -6.01365 -6.17486
C -4.11939 -4.75417 -4.82688
C -4.51050 -4.99333 -3.52079
C -4.13670 -4.07859 -2.54679
C -3.38386 -2.96284 -2.88424
C -3.00028 -2.74046 -4.20064
C -3.37715 -3.64756 -5.18719
C -2.14183 -1.53006 -4.60311
O -2.09861 -1.25215 -5.80951
O -1.53928 -0.95681 -3.64703
H -5.07943 -5.87771 -3.26813
H -4.41254 -4.25065 -1.51355
H -3.07676 -2.27069 -2.11038
H -3.08254 -3.45807 -6.20952
Cl 0.28342 -5.30123 1.88533
C -0.39150 -6.00257 0.42353
C -0.68219 -7.34907 0.43704
C -1.20594 -7.98273 -0.68838
C -1.41578 -7.20102 -1.83751
C -1.12596 -5.86171 -1.85752
C -0.60565 -5.14743 -0.71269
C -0.35930 -3.79160 -0.74857
H -0.49936 -7.91175 1.34661
H -1.43260 -9.04250 -0.66944
H -1.82175 -7.66548 -2.73217
H -1.29393 -5.28223 -2.76017
H -0.57822 -3.22800 -1.64891
H 0.01142 -3.24414 0.10762
*
```

Calculated values
**LUMO**: 2.675 eV
**Kohn-Sham gap**: 2.61 eV

---

Record 3
Entry from OMol25: a cluster of 2 separate species, CHF4NOS in total in a non-equilibrium geometry (ωB97M-V/def2-TZVPD).

Structure (ORCA input):
```
! wB97M-V def2-TZVPD RIJCOSX def2/J DEFGRID3
* xyz 0 1
C 0.29988 1.04043 1.87413
N -0.74873 -0.63470 -2.53304
O 1.08842 -2.03200 -1.84467
F 0.75566 -0.19140 1.90499
F 1.29662 1.94515 1.69497
F -0.24576 1.34150 2.97682
F -0.49014 1.11184 0.86493
S -0.33663 -1.91764 -1.88893
H -1.61932 -0.66317 -3.04921
*
```

Calculated values
**LUMO**: -0.730 eV
**Kohn-Sham gap**: 10.15 eV

---

Record 4
Entry from OMol25: an isolated molecule of C16H22N2O7S in a non-equilibrium geometry (ωB97M-V/def2-TZVPD).

Structure (ORCA input):
```
! wB97M-V def2-TZVPD RIJCOSX def2/J DEFGRID3
* xyz 0 1
C -0.56688 2.37251 0.34007
C 0.56602 2.66012 -0.63106
O 1.78918 2.38551 0.01394
C 2.91175 2.66106 -0.78811
C 4.18556 2.44719 0.02385
H 5.01248 2.94762 -0.48146
H 4.04280 2.90871 1.00175
C 4.55944 0.97557 0.20614
N 3.54958 0.23826 0.92442
S 3.22274 -1.34344 0.56195
O 3.37691 -2.14010 1.74612
O 3.94692 -1.69422 -0.62341
C 1.47777 -1.28330 0.16451
C 0.55808 -1.76998 1.07622
C -0.80198 -1.74887 0.80089
C -1.18550 -1.20581 -0.41195
C -0.23914 -0.70575 -1.32145
C 1.11117 -0.74635 -1.05848
H 1.85759 -0.40037 -1.75121
O -0.88967 -0.21079 -2.41534
C -2.22466 -0.38410 -2.22435
O -3.08228 -0.05208 -2.98928
N -2.41139 -1.01454 -1.00762
C -3.70274 -1.35784 -0.49106
C -4.08472 -0.58652 0.77188
O -4.98024 -0.92384 1.49605
O -3.30454 0.47150 0.95203
C -3.59008 1.31084 2.07780
C -4.61826 2.37150 1.71740
H -4.27508 2.95564 0.86719
H -4.76929 3.03333 2.56498
H -5.56614 1.90272 1.46445
H -3.95748 0.68594 2.89773
H -2.63253 1.75999 2.34546
H -4.43480 -1.11523 -1.27039
H -3.76749 -2.42890 -0.27299
H -1.52578 -2.13397 1.50062
H 0.93325 -2.18034 1.99980
H 3.46189 0.45232 1.90244
H 4.65461 0.47900 -0.76111
H 5.53144 0.91589 0.71527
H 2.86780 3.70845 -1.13168
H 2.91321 2.01592 -1.68063
H 0.53870 3.71615 -0.94676
H 0.46622 2.04014 -1.53487
H -0.47677 1.35637 0.71488
H -0.51490 3.05946 1.18067
H -1.52409 2.48695 -0.16065
*
```

Calculated values
**LUMO**: 0.570 eV
**SMILES string**: CCOCCCNS(=O)(=O)c1ccc2c(c1)oc(=O)n2CC(=O)OCC
**Kohn-Sham gap**: 9.49 eV

---

Record 5
Entry from OMol25: a cluster of 11 separate species, C6H29NO10 in total in a non-equilibrium geometry (ωB97M-V/def2-TZVPD).

Structure (ORCA input):
```
! wB97M-V def2-TZVPD RIJCOSX def2/J DEFGRID3
* xyz 0 1
C 1.66723 -1.36546 0.66629
C 2.06279 -2.66899 0.77709
N 1.60668 -3.33146 -0.33807
C 0.60124 -2.58428 -0.91501
C 0.66063 -1.33329 -0.35395
C -0.05730 -0.11245 -0.79506
C -0.17655 -3.09173 -2.08310
H 2.23680 -0.63146 1.20719
H 2.71158 -3.27541 1.38936
H 1.76677 -4.27926 -0.61583
H 0.44084 0.84010 -0.59542
H -0.15017 0.12741 -1.85518
H -0.99904 -0.08815 -0.24190
H -0.44767 -2.23683 -2.69210
H -0.91415 -3.85026 -1.80940
H 0.47741 -3.77842 -2.63170
H 0.25338 -1.78186 3.78704
H 0.08438 -0.81771 2.63243
O -0.14574 -1.70632 2.91385
H -3.05945 1.32345 -2.98549
H -1.52575 1.47591 -2.74547
O -2.26195 0.88668 -2.67725
H 2.28454 2.38122 2.51655
H 1.13442 1.92089 1.62022
O 2.07242 1.76577 1.81253
H -2.92393 -0.66495 -0.92858
H -3.91656 -0.28755 0.15400
O -3.74247 -0.96236 -0.51284
H 2.62223 2.19805 -0.79515
H 2.92602 2.93522 -1.98928
O 2.14881 2.80487 -1.43298
H -2.16462 -1.55698 2.59285
H -2.46612 -1.14902 1.26396
O -2.74731 -0.91202 2.16255
H 3.13858 1.16729 0.48993
H 3.77907 0.22469 -0.58150
O 3.71075 1.13872 -0.30319
H -0.49636 3.60085 -1.94297
H 0.13214 2.24363 -1.84002
O -0.56549 2.78211 -1.43828
H -1.93637 2.39798 -0.38925
H -2.90574 3.12035 0.56532
O -2.51041 2.26419 0.38147
H -1.12154 1.48541 2.18492
H -0.88895 1.62270 3.59528
O -0.39507 1.75876 2.77613
*
```

Calculated values
**LUMO**: 0.341 eV
**SMILES string**: Cc1cc[nH]c1C.O.O.O.O.O.O.O.O.O.O
**Kohn-Sham gap**: 8.09 eV

---

Record 6
Entry from OMol25: an isolated molecule of C4H5N3 in a non-equilibrium geometry (ωB97M-V/def2-TZVPD).

Structure (ORCA input):
```
! wB97M-V def2-TZVPD RIJCOSX def2/J DEFGRID3
* xyz 0 1
C -2.39729 -0.51444 0.14854
C -0.96477 -0.34329 -0.02941
C 1.23847 -0.84477 -0.10031
C 0.93764 0.66986 0.08115
H 1.77489 -1.18229 0.90133
H 1.72809 -1.05354 -1.09097
H 1.44276 1.09114 -0.86793
H 1.29255 1.11007 1.05746
H -0.92579 1.73081 0.11256
N -3.51585 -0.07755 -0.10833
N -0.18314 -1.41161 0.01645
N -0.42757 0.82561 -0.12054
*
```

Calculated values
**LUMO**: 0.243 eV
**SMILES string**: N#CC1=NCCN1
**Kohn-Sham gap**: 9.31 eV

---

Summary of energy relative to the best compared isomer or geometry (same formula, charge and spin) in kcal/mol
77.73, 27.57, 3.68, 26.29, 57.67, 70.71
(order as listed above)